No. 1
C17H15CrF5N3O4S | ωB97M-V/def2-TZVPD

Last column: natural (NBO) charge in e.
Element x y z (Å)
1 Cr -0.47654 -0.61699 -1.15659  1.29
2 S 1.13061 0.45396 2.96690  -0.42
3 F 0.53476 2.08622 5.40859  -0.29
4 F -3.46451 4.05705 3.96000  -0.29
5 F -1.21728 1.07577 1.12857  -0.35
6 F -3.25158 2.71173 1.58050  -0.31
7 F -1.53690 3.70602 5.85365  -0.29
8 O 0.14381 -0.60837 -2.95006  -0.70
9 O -1.68877 -1.47275 -0.05396  -0.66
10 O -2.21755 -3.36126 1.06832  -0.52
11 O 1.48661 -1.62584 -4.44760  -0.55
12 N 1.14761 -0.58477 0.00712  -0.86
13 N -0.96555 1.41860 -1.47635  -0.83
14 N -0.09445 -2.55770 -1.53057  -0.40
15 C 0.36842 -5.16654 -2.02821  -0.15
16 C -2.43503 3.23335 3.73543  0.23
17 C 1.17652 2.34845 -0.48262  -0.44
18 C -0.11397 2.63676 -1.22000  -0.20
19 C 2.38665 0.10883 -0.46385  -0.21
20 C -2.32579 2.55035 2.54253  0.30
21 C 0.58205 -2.87732 -2.61861  0.10
22 C -0.64294 -3.45674 -0.73180  0.09
23 C 0.80159 -1.64306 -3.46359  0.76
24 C -0.42159 -4.80496 -0.94066  -0.18
25 C -1.44936 3.05145 4.69199  0.27
26 C -1.25217 1.70848 2.33166  0.27
27 C -0.38186 2.20856 4.44585  0.31
28 C 2.09232 1.37866 -1.23971  -0.44
29 C -1.60978 -2.77886 0.22004  0.76
30 C -0.23101 1.49561 3.24844  -0.24
31 C 0.85953 -4.19962 -2.90401  -0.18
32 H 2.96161 -0.58293 -1.08130  0.20
33 H 2.97117 0.34846 0.42698  0.22
34 H -0.71003 3.35636 -0.65917  0.21
35 H -0.87711 -5.53677 -0.28873  0.26
36 H 3.05350 1.84934 -1.45572  0.23
37 H 1.41384 -4.45796 -3.79511  0.25
38 H 0.56527 -6.21246 -2.22208  0.24
39 H -1.82769 1.53483 -0.94817  0.41
40 H 1.66148 1.12508 -2.20901  0.22
41 H -1.22843 1.42114 -2.45874  0.40
42 H 0.91221 -0.16055 0.95969  0.44
43 H 1.41169 -1.53617 0.25404  0.39
44 H 1.67513 3.30991 -0.34008  0.23
45 H 0.97102 1.98175 0.52402  0.24
46 H 0.11249 3.08492 -2.18804  0.20

Output
* 2S+1: 2
* total charge: 0
* HOMO level (alpha / beta): -7.00 / -7.00 eV
* maximum force: 0.01310 hartree/bohr
* Kohn-Sham gap (alpha / beta): 5.749 / 5.778 eV
* E_LUMO (alpha / beta): -1.247 / -1.218 eV



No. 2
C37H60BF9O7P | ωB97M-V/def2-TZVPD

Last column: Löwdin charge in e.
Element x y z (Å)
1 P 2.07891 0.07858 1.09734  0.44
2 F 1.56581 -3.91998 -2.22101  0.16
3 F -1.75577 -2.71467 -0.65169  0.07
4 F 3.54751 -5.19401 -1.27132  0.15
5 F 1.77999 -6.23268 -0.67417  0.20
6 F 2.45594 -2.80553 -0.57264  0.15
7 F 0.32536 -4.26484 1.01447  0.16
8 F 2.91987 -5.05534 0.77109  0.19
9 F -0.43983 -4.70253 -0.95550  0.11
10 F 0.04131 -1.81159 -1.47674  0.07
11 O -4.59122 -5.18871 -3.24606  -0.14
12 O 1.85576 1.40653 1.68715  -0.28
13 O 1.77165 7.66040 0.90706  -0.17
14 O -3.69962 -0.09086 -3.46317  -0.14
15 O 2.12668 0.13279 -0.49881  -0.12
16 O 3.60537 -0.39733 1.48543  -0.17
17 O 7.70125 -2.22789 1.29735  -0.14
18 C 6.50946 -2.69265 -0.69653  -0.17
19 C -2.07063 -3.13590 4.20207  -0.10
20 C -1.05458 0.02763 0.44270  -0.13
21 C -2.86566 2.43692 0.15496  -0.06
22 C -1.55241 -1.98750 2.07977  -0.11
23 C -1.16766 -2.67994 3.23939  -0.07
24 C 6.37248 -3.87880 0.24960  -0.18
25 C -2.71700 4.20357 2.45491  -0.21
26 C -2.69866 1.73560 1.50587  -0.34
27 C 0.27440 -3.78309 -0.23633  -0.33
28 C -3.85997 -2.26391 2.87928  -0.09
29 C -2.60915 -6.38278 -2.77609  -0.17
30 C -1.32627 1.04913 1.56421  -0.19
31 C -0.45460 -2.40567 -0.33378  -0.30
32 C 2.99818 8.56630 2.71407  -0.17
33 C 0.99344 -1.19981 1.74201  -0.15
34 C -2.93963 -1.81309 1.92871  -0.05
35 C -1.80537 0.11444 -4.86256  -0.17
36 C 2.47082 -5.12753 -0.46886  -0.56
37 C -3.27743 -5.02539 -2.68861  -0.20
38 C -3.25344 -6.98213 -4.02065  -0.17
39 C -1.66990 6.56101 0.56020  -0.05
40 C 2.77273 8.52001 0.36241  -0.20
41 C 6.94826 -1.59162 0.25579  -0.20
42 C -3.43766 -2.91915 4.03546  -0.12
43 C -4.67808 -6.45109 -3.90697  -0.22
44 C 1.74529 7.79152 2.33054  -0.20
45 C -0.94692 5.32221 1.00192  -0.36
46 C 1.67469 -3.85343 -0.89053  -0.36
47 C -1.92146 -1.33793 -4.40970  -0.17
48 C 7.52461 -3.64259 1.21649  -0.21
49 C 0.24110 4.92089 0.15895  -0.05
50 C 3.20296 9.45120 1.48826  -0.17
51 C -1.30598 4.57372 2.05826  -0.09
52 C -3.20784 0.64037 -4.58256  -0.22
53 C -2.79221 2.69830 2.73425  -0.17
54 C -2.83653 -1.21000 -3.20322  -0.19
55 B -0.46448 -1.41639 0.98300  -0.57
56 H -2.77426 -6.58347 -4.91843  0.11
57 H -1.07637 0.63981 -4.24149  0.12
58 H -0.61940 1.86989 1.42943  0.09
59 H -1.70194 6.65295 -0.52823  0.08
60 H -1.97326 -0.19240 -0.10747  0.08
61 H -1.08190 7.40247 0.92956  0.07
62 H -3.04800 1.68648 -0.61297  0.07
63 H -4.18025 -3.22808 4.75912  0.08
64 H -2.40363 -1.93536 -5.18964  0.11
65 H -1.99788 3.03532 -0.10401  0.07
66 H -1.52446 -6.31181 -2.83350  0.11
67 H -3.76344 3.05812 0.16852  0.07
68 H -0.17514 4.54280 -0.77729  0.08
69 H -2.03170 2.43253 3.46617  0.10
70 H 3.84299 7.88306 2.82574  0.11
71 H 2.53724 10.31656 1.53684  0.11
72 H 0.93369 5.74293 -0.01098  0.05
73 H 6.42690 -4.84652 -0.24737  0.11
74 H -3.46149 4.55218 1.74513  0.09
75 H 5.59143 -2.44992 -1.23023  0.11
76 H -3.51818 1.01890 1.58781  0.12
77 H 1.59609 -2.11475 1.81037  0.06
78 H 7.56804 -0.83503 -0.22766  0.12
79 H 0.72109 4.07371 0.64953  0.07
80 H -3.22143 1.70687 -4.35002  0.11
81 H 3.53388 -1.10848 2.12962  0.06
82 H 7.29104 -2.88979 -1.43516  0.11
83 H -0.11098 -2.84607 3.41833  0.09
84 H 2.88368 9.12099 3.64448  0.11
85 H 3.60859 7.90114 0.01816  0.12
86 H -0.38614 0.49319 -0.28639  0.09
87 H 0.83804 8.33952 2.60953  0.12
88 H 0.82295 -0.89799 2.77545  0.09
89 H -3.35430 -4.65723 -1.66665  0.12
90 H -0.52426 4.14606 2.68027  0.12
91 H 2.36128 9.05380 -0.49567  0.12
92 H 4.22358 9.81381 1.37108  0.11
93 H -3.44140 -2.09987 -3.03058  0.11
94 H -5.30056 -7.11721 -3.29774  0.11
95 H 1.70208 6.80025 2.78166  0.12
96 H 6.08613 -1.09496 0.71047  0.10
97 H -2.86617 -6.98421 -1.90051  0.12
98 H -1.51052 0.22915 -5.90591  0.11
99 H 5.41837 -3.82049 0.77763  0.10
100 H -2.95283 4.70054 3.40866  0.10
101 H 2.90248 -0.31620 -0.85069  0.07
102 H -1.72093 -3.64181 5.09420  0.09
103 H -3.20567 -8.06988 -4.06488  0.11
104 H 8.45398 -4.08711 0.84058  0.11
105 H -2.73803 -4.28129 -3.28339  0.11
106 H -0.96680 -1.80186 -4.16509  0.11
107 H -3.87545 0.46181 -5.43533  0.11
108 H -1.13744 0.65438 2.56439  0.11
109 H 7.33068 -4.03935 2.21415  0.11
110 H -4.91483 -2.09045 2.70423  0.09
111 H -3.76662 2.51731 3.19746  0.10
112 H -2.67660 6.62475 0.97096  0.07
113 H -3.34877 -1.31761 1.05820  0.10
114 H -5.16075 -6.31835 -4.87701  0.11
115 H -2.26631 -0.99852 -2.29889  0.09

Output
* 2S+1: 1
* total charge: -1
* HOMO level: -5.38 eV
* maximum force: 0.03495 hartree/bohr
* Kohn-Sham gap: 7.815 eV
* E_LUMO: 2.435 eV



No. 3
C12H16N2O5 | ωB97M-V/def2-TZVPD

Last column: natural (NBO) charge in e.
Element x y z (Å)
1 O 1.55861 1.08642 -0.93242  -0.61
2 O 2.06270 -2.77104 1.06137  -0.74
3 O 3.19249 -3.92866 -3.08083  -0.56
4 O -3.33836 4.52979 2.70356  -0.65
5 O 1.41842 -2.76412 -3.38178  -0.65
6 N 2.28321 -1.03026 -1.42020  -0.67
7 N 0.61790 -0.30024 1.29148  -0.84
8 C 1.78084 -3.26289 -0.20567  -0.08
9 C -2.85622 3.60106 1.79814  0.30
10 C 0.17930 -0.51447 0.02772  -0.13
11 C -1.73647 1.33513 0.41111  -0.08
12 C 1.29420 -0.09944 -0.92023  0.69
13 C -0.96201 2.46358 0.69071  -0.21
14 C 2.55144 -2.44238 -1.19808  -0.17
15 C -1.15425 0.28908 -0.51718  -0.43
16 C 2.42373 -3.12671 -2.59833  0.75
17 C -3.13361 1.43852 0.65985  -0.17
18 C -1.47280 3.49206 1.42376  -0.27
19 C -3.59465 2.61103 1.33778  -0.27
20 H -4.61596 2.66088 1.59745  0.22
21 H 0.68345 -3.44277 -0.47941  0.17
22 H 1.19433 0.51086 1.41335  0.39
23 H -0.81254 4.28099 1.69831  0.21
24 H -0.70284 0.75472 -1.41092  0.23
25 H 1.51641 -1.92622 1.23688  0.50
26 H 0.04527 -1.55015 -0.14713  0.19
27 H -0.18013 -0.13925 1.98188  0.39
28 H 3.01954 -0.49929 -1.96720  0.42
29 H -1.98839 -0.43177 -0.80404  0.22
30 H -2.63442 4.76146 3.18967  0.47
31 H 1.23084 -1.90389 -2.97283  0.48
32 H -3.83246 0.67693 0.40667  0.22
33 H 0.14586 2.36112 0.37654  0.24
34 H 2.25956 -4.25904 -0.42485  0.21
35 H 3.55702 -2.46105 -0.84516  0.24

Output
* 2S+1: 1
* total charge: 0
* HOMO level: -9.03 eV
* SMILES: N[C@@H](Cc1ccc(O)cc1)C(=O)N[C@@H](CO)C(=O)O
* maximum force: 0.10542 hartree/bohr
* Kohn-Sham gap: 9.438 eV
* E_LUMO: 0.411 eV



We obtain energy values of -3064.06723, -3237.65238, -952.51553 Ha for the records listed above, in that order.